Computed, not measured: C31H32Cl4N7O2PTeTi as an isolated structure, with wB97M-V/def2-TZVPD.

Last column: Löwdin charge in e.
Element x y z (Å)
1 Te -2.04933 -2.36336 -1.08059  0.250
2 Ti -0.61105 0.00238 -1.03869  0.523
3 Cl -3.06840 5.70365 -4.18143  0.614
4 Cl -0.25401 4.26233 -3.94552  0.646
5 Cl -5.53035 4.55248 -2.60012  0.615
6 Cl -5.14923 1.96909 -0.80385  0.675
7 P -0.64021 -1.05781 1.44674  0.844
8 O -2.35046 0.90077 -0.94181  -0.317
9 O -0.37314 1.84841 -2.19374  -0.196
10 N 0.01402 -0.88595 4.21357  -0.149
11 N 1.46037 -2.18910 -0.96319  0.088
12 N 1.77961 0.50758 -1.01530  -0.172
13 N -0.37176 2.13421 0.80902  0.113
14 N -0.05160 -0.60241 -3.03207  -0.035
15 N -0.32502 -3.12674 3.27639  -0.149
16 N -2.24777 -1.63748 3.63785  -0.149
17 C -3.83315 2.61420 -1.72524  -0.611
18 C 0.70364 2.76404 1.26626  -0.275
19 C -0.93137 -1.02178 -3.94161  -0.165
20 C 2.56343 -1.76438 -0.37807  -0.290
21 C 2.09742 1.94745 -0.76698  -0.179
22 C 0.82835 -1.52067 -5.46000  -0.069
23 C 1.30674 -3.48218 -1.23626  -0.155
24 C 0.25136 -0.25318 2.90066  -0.311
25 C 1.24028 -0.54639 -3.32544  -0.259
26 C -0.52749 -1.48360 -5.18538  -0.047
27 C -2.90104 4.27954 -3.20363  -0.720
28 C -2.60744 1.97604 -1.64700  -0.395
29 C -1.56189 2.40597 1.35626  -0.121
30 C -1.41152 -0.85614 4.53902  -0.208
31 C 3.58755 -2.62654 0.00971  -0.029
32 C -1.65320 3.64660 -3.11839  -0.610
33 C 1.73225 -1.03418 -4.53203  -0.025
34 C 0.62668 3.68667 2.31126  -0.031
35 C -1.72331 3.30484 2.39758  -0.047
36 C 2.15808 0.26060 -2.43543  -0.110
37 C 0.43231 -2.28526 4.19401  -0.213
38 C -1.74992 -3.01115 3.59305  -0.188
39 C -2.28894 -1.04024 2.29798  -0.330
40 C -0.60007 3.95319 2.88399  -0.071
41 C -0.05502 -2.76631 1.87929  -0.351
42 C 2.05116 2.46465 0.66160  -0.111
43 C -1.48985 2.49868 -2.35002  -0.391
44 C 2.28312 -4.41375 -0.90768  -0.055
45 C -3.98438 3.77101 -2.50990  -0.719
46 C 3.42842 -3.97402 -0.26289  -0.078
47 C 2.62655 -0.28985 -0.11597  -0.148
48 H 2.13352 -5.45985 -1.13838  0.101
49 H -1.26873 -1.82356 -5.89401  0.104
50 H 0.34793 -3.74101 -1.67986  0.012
51 H 1.18466 -1.91135 -6.40630  0.102
52 H 1.52493 4.18143 2.65957  0.110
53 H -1.52685 -1.25527 5.55159  0.118
54 H 1.49131 -2.33889 3.92721  0.119
55 H 1.02730 -2.81634 1.71868  0.075
56 H 3.67126 0.05280 -0.18245  0.135
57 H 2.62195 1.83552 1.35043  0.110
58 H 4.19942 -4.67970 0.02423  0.101
59 H 2.79606 -1.01195 -4.72900  0.109
60 H 3.17181 -0.15369 -2.48517  0.133
61 H -2.61220 0.00020 2.38875  0.080
62 H 1.33383 -0.25779 2.72789  0.071
63 H 2.59934 3.41130 0.64059  0.121
64 H -2.98975 -1.55993 1.64625  0.027
65 H -2.32073 -3.56586 2.84716  0.130
66 H -1.96564 -1.01496 -3.62666  0.047
67 H -2.39566 1.85779 0.93541  0.093
68 H 2.29106 -0.11256 0.90521  0.090
69 H 4.47247 -2.24625 0.50456  0.108
70 H 2.18517 1.23875 -2.92029  0.132
71 H 3.12645 2.10604 -1.12381  0.124
72 H -0.68078 4.66180 3.69976  0.104
73 H -1.91236 -3.46152 4.57697  0.119
74 H -0.05146 0.79455 2.97153  0.065
75 H -1.75717 0.18044 4.53068  0.121
76 H 0.30665 -2.68206 5.20626  0.118
77 H 1.41711 2.52114 -1.39381  0.106
78 H -2.71021 3.48335 2.80202  0.107
79 H -0.54110 -3.45444 1.18900  0.016

Forces on the atoms, in the same order (eV/Å):
Te -0.111 -0.167 -0.041
Ti 0.004 0.173 0.481
Cl -0.026 -0.017 0.023
Cl -0.048 0.026 -0.002
Cl 0.023 -0.008 -0.001
Cl -0.003 -0.005 0.000
P 0.143 0.378 -0.246
O -0.524 0.194 0.161
O -0.087 -0.260 0.038
N -0.020 0.000 -0.096
N -0.264 0.189 -0.165
N 0.026 0.009 -0.108
N -0.045 -0.219 -0.143
N 0.024 -0.021 -0.204
N 0.026 0.027 -0.057
N -0.010 0.030 -0.043
C 0.020 0.107 0.026
C -0.037 0.045 0.097
C 0.195 -0.244 -0.259
C 0.182 -0.115 0.019
C -0.015 -0.116 -0.074
C 0.140 -0.076 -0.195
C 0.187 -0.076 0.140
C 0.041 -0.011 0.246
C 0.051 0.166 -0.116
C -0.110 0.149 0.219
C 0.061 0.065 -0.059
C 0.118 -0.137 0.015
C 0.112 0.088 0.118
C 0.008 -0.020 0.020
C -0.150 0.091 -0.067
C 0.006 -0.079 0.058
C -0.101 -0.022 0.163
C 0.024 -0.075 -0.094
C -0.041 -0.113 -0.126
C 0.000 0.068 0.033
C -0.034 -0.003 0.015
C -0.011 0.001 -0.013
C 0.059 -0.075 0.032
C -0.023 0.098 0.141
C -0.021 0.013 0.130
C 0.049 0.123 0.042
C 0.328 0.065 -0.088
C -0.159 0.070 -0.059
C -0.060 -0.019 0.024
C 0.162 -0.110 0.063
C -0.015 0.047 -0.022
H 0.011 -0.001 0.003
H 0.030 -0.005 -0.033
H 0.014 -0.022 -0.013
H -0.009 0.007 0.010
H -0.003 0.003 -0.002
H -0.019 -0.008 -0.006
H 0.001 0.009 0.001
H -0.006 -0.003 -0.051
H 0.013 -0.016 0.005
H -0.034 -0.035 -0.002
H -0.010 0.004 -0.001
H 0.002 -0.015 -0.038
H 0.015 0.003 -0.008
H -0.024 -0.011 -0.035
H 0.002 -0.010 -0.027
H 0.012 -0.009 0.000
H -0.038 -0.050 0.057
H 0.000 -0.007 0.002
H -0.012 -0.057 0.007
H -0.036 0.033 -0.011
H -0.003 -0.017 0.022
H 0.010 -0.011 -0.001
H 0.020 -0.004 -0.023
H 0.005 0.036 0.022
H 0.000 -0.002 -0.015
H 0.007 0.005 0.003
H -0.009 -0.019 0.023
H 0.012 0.004 -0.003
H 0.005 -0.012 -0.005
H -0.007 0.008 0.021
H 0.013 0.022 0.019
H -0.034 -0.056 0.057

As for the expectation value of S²: 0.760. The energy is -136983.55906 eV. Its spin multiplicity is 2. The total charge is -1. The relative energy (zero: lowest compared OMol25 entry of this formula, charge and spin) comes out at 58.3 kJ/mol. The calculation puts the HOMO-LUMO gap (alpha / beta) at 4.791 / 4.958 eV. As for the HOMO energy (alpha / beta): -2.7 / -2.9 eV.